Record 1
14
Properties=species:S:1:pos:R:3:nbo_charge:R:1 method="wB97M-V/def2-TZVPD" e_tot_ha=-270.427718 e_above_lowest_kj_mol=341.8 orbital_gap_ev=9.568
C 1.394 -1.514 -0.468 -0.390
C -0.020 -1.949 -0.491 -0.383
C 0.383 -0.756 0.370 -0.402
C -0.074 0.508 -0.218 0.229
C -1.044 2.524 0.361 -0.251
O -0.376 1.328 0.765 -0.500
H 1.783 -0.989 -1.333 0.228
H 2.115 -2.111 0.081 0.221
H -0.305 -2.853 0.037 0.220
H -0.611 -1.715 -1.371 0.230
H 0.400 -0.894 1.452 0.217
H -1.136 2.518 -0.727 0.207
H -0.482 3.395 0.708 0.187
H -2.028 2.507 0.834 0.187

---

Record 2
42
Properties=species:S:1:pos:R:3:nbo_charge:R:1 method="wB97M-V/def2-TZVPD" e_tot_ha=-949.141105 total_charge=+1 e_above_lowest_kj_mol=0.0 orbital_gap_ev=7.518
Mg 13.774 3.936 9.149 1.846
C 15.788 2.112 10.776 -0.213
O 15.051 3.164 10.233 -1.153
H 16.249 1.509 9.969 0.134
H 16.565 2.540 11.408 0.172
H 15.145 1.389 11.299 0.146
C 7.969 3.124 9.000 -0.612
C 8.854 2.047 9.603 -0.383
C 9.654 2.531 10.830 -0.541
C 10.971 3.016 10.467 0.509
N 12.005 3.384 10.174 -0.591
H 7.125 3.340 9.652 0.223
H 7.646 2.844 8.000 0.234
H 8.506 4.074 8.883 0.202
H 9.550 1.649 8.859 0.210
H 8.255 1.183 9.890 0.232
H 9.797 1.738 11.569 0.280
H 9.146 3.347 11.350 0.275
C 15.668 2.854 15.119 -0.617
C 17.177 2.995 14.983 -0.388
C 17.674 4.443 15.112 -0.509
C 17.431 4.974 16.457 0.280
N 17.240 5.393 17.517 -0.321
H 15.238 3.215 16.047 0.226
H 15.389 1.801 15.000 0.214
H 15.205 3.324 14.243 0.198
H 17.540 2.474 14.095 0.212
H 17.722 2.436 15.761 0.213
H 17.153 5.121 14.425 0.237
H 18.743 4.537 14.913 0.254
C 12.212 -0.767 8.945 -0.612
C 13.729 -0.951 8.822 -0.386
C 14.340 -0.160 7.681 -0.539
C 13.931 1.239 7.684 0.511
N 13.563 2.323 7.691 -0.589
H 11.938 0.289 8.898 0.189
H 11.859 -1.227 9.863 0.232
H 11.713 -1.261 8.108 0.217
H 13.904 -2.010 8.630 0.233
H 14.216 -0.709 9.765 0.221
H 14.005 -0.562 6.714 0.272
H 15.427 -0.230 7.658 0.283

---

Record 3
76
Properties=species:S:1:pos:R:3:lowdin_spin:R:1 method="wB97M-V/def2-TZVPD" e_tot_ha=-9085.648626 spin_multiplicity=6 total_charge=-1 e_above_lowest_kj_mol=20.5 s2=8.79 orbital_gap_ev="6.893 / 4.905"
Fe -0.055 0.844 -1.306 3.753
Se -4.960 1.521 -1.168 0.006
Se -3.400 2.955 -0.277 0.016
C -2.330 3.173 -1.878 0.010
C -2.168 4.445 -2.408 0.000
C -1.614 4.572 -3.674 0.006
C -1.252 3.433 -4.366 0.004
C -1.390 2.211 -3.731 0.009
N -1.896 2.075 -2.498 0.020
C -4.330 -0.194 -0.495 0.001
C -4.718 -1.342 -1.170 0.000
C -4.340 -2.565 -0.641 0.000
C -3.613 -2.600 0.535 0.000
C -3.258 -1.396 1.122 0.000
N -3.609 -0.209 0.616 0.000
H -2.502 5.306 -1.845 0.000
H -1.491 5.554 -4.118 0.000
H -0.850 3.484 -5.369 0.000
H -1.096 1.287 -4.217 0.000
H -5.285 -1.276 -2.089 0.000
H -4.594 -3.483 -1.157 0.000
H -3.301 -3.537 0.974 0.000
H -2.667 -1.372 2.035 0.000
S -0.237 2.168 0.741 0.341
C 0.841 3.464 0.639 0.074
C 1.045 4.232 1.817 0.031
C 1.863 5.326 1.834 0.022
C 2.040 6.065 3.058 0.002
N 2.181 6.649 4.039 0.006
C 2.541 5.724 0.640 0.021
C 2.382 4.995 -0.505 0.032
C 1.542 3.845 -0.560 0.072
S 1.416 3.012 -2.017 0.340
C 3.386 6.892 0.624 0.002
N 4.057 7.826 0.592 0.005
H 0.531 3.937 2.722 0.001
H 2.903 5.294 -1.404 0.001
F 3.964 -1.510 -0.570 0.001
C 3.817 -0.589 -1.538 0.003
F 4.124 -1.165 -2.703 0.001
F 4.714 0.393 -1.316 0.001
C 2.390 -0.002 -1.535 0.012
O 1.954 0.328 -0.402 0.060
O 1.798 0.123 -2.618 0.039
C 0.987 -0.469 4.838 0.000
C 0.568 -1.621 3.955 0.000
C -0.231 -2.635 4.477 0.000
C -0.642 -3.687 3.671 0.000
C -0.300 -3.712 2.329 0.000
C 0.482 -2.688 1.787 0.000
N 0.776 -2.603 0.422 0.000
C 0.568 -3.614 -0.524 0.000
C 1.047 -4.905 -0.268 0.000
C 0.943 -5.907 -1.212 0.000
C 0.371 -5.638 -2.453 0.000
C -0.107 -4.367 -2.708 0.001
C -0.036 -3.349 -1.757 0.002
C -0.668 -2.027 -2.128 0.012
O -1.316 -1.945 -3.165 0.009
O -0.461 -1.055 -1.301 0.071
C 0.968 -1.665 2.617 0.000
C 1.903 -0.633 2.034 0.006
H 0.489 -0.534 5.806 0.000
H 0.724 0.488 4.380 0.000
H 2.066 -0.462 5.013 0.000
H -0.540 -2.594 5.517 0.000
H -1.251 -4.482 4.086 0.000
H -0.666 -4.504 1.688 0.000
H 0.748 -1.671 0.034 0.000
H 1.531 -5.098 0.683 0.000
H 1.332 -6.895 -0.989 0.000
H 0.306 -6.412 -3.208 0.000
H -0.572 -4.125 -3.653 0.000
H 2.556 -1.082 1.283 0.000
H 2.525 -0.179 2.806 0.000
H 1.367 0.178 1.529 0.007

---

Record 4
126
Properties=species:S:1:pos:R:3:lowdin_charge:R:1 method="wB97M-V/def2-TZVPD" e_tot_ha=-4149.951960 smiles="O=C1OC[C@@H](F)O1.O=C1OC[C@@H](F)O1.O=C1OC[C@@H](F)O1.O=C1OC[C@@H](F)O1.O=C1OC[C@@H](F)O1.CCOC(C)=O.CCOC(C)=O.Fc1ccccc1.Fc1ccccc1.Fc1ccccc1.Fc1ccccc1" e_above_lowest_kj_mol=88.0 orbital_gap_ev=9.004
O -6.030 -3.027 -2.284 0.158
C -5.810 -2.055 -1.617 -0.576
O -5.877 -0.810 -2.039 0.090
C -5.685 0.113 -0.960 -0.022
C -5.415 -0.817 0.226 -0.329
F -6.437 -0.775 1.098 0.084
O -5.317 -2.065 -0.378 0.142
H -4.842 0.714 -1.258 0.115
H -6.585 0.702 -0.750 0.145
H -4.461 -0.553 0.696 0.160
O -3.357 0.494 -4.059 0.177
C -3.507 -0.643 -4.349 -0.545
O -4.325 -0.981 -5.385 0.060
C -4.542 -2.434 -5.382 -0.016
C -3.450 -2.928 -4.486 -0.279
F -2.411 -3.439 -5.245 0.045
O -3.084 -1.775 -3.736 0.116
H -5.544 -2.589 -4.958 0.141
H -4.329 -2.759 -6.392 0.139
H -3.689 -3.754 -3.893 0.146
O 1.691 3.815 -2.003 0.137
C 1.983 4.011 -0.842 -0.581
O 2.962 3.409 -0.223 0.073
C 2.951 3.723 1.210 0.001
C 1.914 4.811 1.214 -0.304
F 2.536 6.007 1.268 0.073
O 1.177 4.687 0.002 0.128
H 2.650 2.824 1.701 0.105
H 3.883 4.120 1.536 0.136
H 1.268 4.852 2.106 0.169
O 2.658 -2.022 0.566 0.170
C 2.948 -3.078 1.029 -0.546
O 3.114 -4.212 0.428 0.101
C 3.441 -5.259 1.375 -0.015
C 3.785 -4.465 2.609 -0.305
F 5.204 -4.357 2.820 -0.004
O 3.298 -3.219 2.379 0.099
H 2.568 -5.949 1.410 0.147
H 4.338 -5.801 1.030 0.148
H 3.409 -4.813 3.597 0.165
O -2.645 -0.515 -1.077 0.152
C -1.890 0.381 -1.258 -0.481
O -2.241 1.694 -1.111 0.081
C -1.016 2.461 -1.288 -0.026
C 0.053 1.425 -1.459 -0.315
F 0.818 1.252 -0.291 0.025
O -0.584 0.246 -1.686 0.152
H -1.114 2.921 -2.245 0.135
H -0.904 3.228 -0.519 0.114
H 0.915 1.596 -2.174 0.161
C -5.469 5.924 1.363 -0.071
C -4.460 5.106 0.658 -0.197
O -3.773 5.929 -0.330 -0.002
C -2.440 5.979 -0.315 -0.531
C -1.946 6.875 -1.339 0.026
O -1.781 5.209 0.399 0.043
H -5.174 6.641 2.092 0.066
H -6.151 5.260 1.924 0.092
H -6.061 6.498 0.650 0.086
H -3.703 4.666 1.223 0.088
H -4.968 4.294 0.125 0.129
H -2.488 7.814 -1.409 0.098
H -2.031 6.311 -2.269 0.106
H -0.844 6.974 -1.203 0.110
C 2.746 -2.545 -3.553 -0.044
C 2.500 -1.271 -2.730 -0.191
O 2.218 -0.158 -3.582 -0.027
C 1.151 -0.156 -4.369 -0.484
C 1.037 1.266 -5.092 0.038
O 0.428 -1.145 -4.553 0.061
H 3.409 -2.315 -4.388 0.090
H 1.812 -2.892 -3.989 0.057
H 3.074 -3.262 -2.854 0.056
H 1.690 -1.390 -2.048 0.093
H 3.335 -0.950 -2.118 0.122
H 1.911 1.909 -5.098 0.072
H 0.326 1.844 -4.504 0.058
H 0.629 1.144 -6.139 0.099
F 0.128 -7.022 -0.502 0.029
C -0.515 -5.861 -0.788 -0.233
C -1.716 -5.441 -0.034 -0.036
C -2.206 -4.223 -0.311 -0.134
C -1.741 -3.360 -1.318 -0.044
C -0.604 -3.797 -2.057 -0.043
C -0.005 -5.050 -1.811 -0.020
H -2.209 -6.148 0.646 0.121
H -2.960 -3.835 0.383 0.111
H -2.116 -2.377 -1.377 0.046
H -0.094 -3.072 -2.686 0.084
H 0.880 -5.378 -2.438 0.132
F 0.838 -4.976 3.156 0.047
C 0.189 -3.880 3.628 -0.297
C 0.684 -3.323 4.765 -0.027
C 0.074 -2.185 5.246 -0.110
C -0.978 -1.587 4.577 -0.097
C -1.444 -2.191 3.398 -0.044
C -0.870 -3.399 2.922 0.015
H 1.550 -3.746 5.288 0.129
H 0.507 -1.741 6.157 0.114
H -1.257 -0.593 5.003 0.120
H -2.277 -1.650 2.909 0.107
H -1.212 -3.990 2.092 0.085
F 1.686 0.671 6.530 0.039
C 1.325 1.187 5.324 -0.268
C 1.635 0.463 4.162 -0.016
C 1.118 0.947 2.954 -0.098
C 0.345 2.118 2.839 -0.080
C -0.017 2.775 4.087 -0.071
C 0.509 2.335 5.298 -0.028
H 2.179 -0.488 4.102 0.125
H 1.462 0.471 2.005 0.106
H -0.086 2.555 1.922 0.098
H -0.680 3.617 4.100 0.092
H 0.383 2.832 6.282 0.126
F 5.372 -0.877 2.599 0.063
C 5.926 0.004 1.747 -0.303
C 5.108 0.933 1.199 0.010
C 5.741 1.891 0.371 -0.073
C 7.107 1.972 0.208 -0.095
C 7.915 0.975 0.784 -0.058
C 7.287 0.005 1.596 -0.012
H 4.097 0.862 1.353 0.079
H 5.125 2.662 -0.138 0.100
H 7.472 2.843 -0.332 0.103
H 8.984 0.892 0.632 0.100
H 7.915 -0.767 2.024 0.117

---

Record 5
86
Properties=species:S:1:pos:R:3:lowdin_charge:R:1 method="wB97M-V/def2-TZVPD" e_tot_ha=-4521.388119 total_charge=-1 e_above_lowest_kj_mol=14.9 orbital_gap_ev=4.931
O 1.040 -4.498 5.143 -0.428
P 1.257 -4.090 3.444 0.284
C 0.342 -2.389 3.622 -0.340
C -1.178 -2.443 3.466 -0.170
C -1.954 -2.617 4.742 -0.449
F -1.525 -1.673 5.647 0.089
F -1.778 -3.809 5.352 0.124
C -3.475 -2.355 4.631 -0.357
F -3.735 -1.034 4.536 0.142
F -4.062 -2.786 5.778 0.135
C -4.231 -3.048 3.473 -0.342
F -5.547 -2.748 3.650 0.137
F -3.880 -2.551 2.274 0.163
C -4.173 -4.596 3.424 -0.513
F -4.976 -4.972 2.392 0.128
F -2.960 -5.075 3.184 0.198
F -4.685 -5.130 4.544 0.172
H 1.071 -3.712 5.686 -0.022
H 2.518 -3.405 3.792 -0.050
H 1.951 -5.364 3.280 -0.073
H 0.007 -4.759 3.078 -0.048
H 1.559 -3.799 2.034 -0.075
H 0.703 -1.773 2.802 0.053
H 0.647 -1.876 4.531 0.059
H -1.519 -1.498 3.038 0.109
H -1.420 -3.199 2.724 0.096
O 0.486 1.609 2.390 -0.267
S -0.569 1.716 1.432 0.560
O -0.877 0.639 0.546 -0.271
O -0.339 3.044 0.574 -0.269
C 0.948 3.204 -0.056 -0.254
C 1.107 2.343 -1.292 -0.067
C -2.048 2.222 2.242 -0.118
H 1.738 3.005 0.671 0.114
H 1.010 4.257 -0.323 0.118
H 1.127 1.284 -1.036 0.076
H 2.039 2.585 -1.802 0.053
H 0.274 2.498 -1.978 0.084
H -1.825 3.068 2.885 0.073
H -2.393 1.375 2.833 0.069
H -2.788 2.483 1.490 0.073
O 4.257 2.954 -2.847 -0.270
S 5.291 3.546 -3.637 0.576
O 5.067 4.790 -4.310 -0.283
O 5.816 2.472 -4.685 -0.259
C 4.839 1.824 -5.528 -0.246
C 4.358 2.719 -6.653 -0.072
C 6.768 3.668 -2.690 -0.115
H 4.009 1.465 -4.918 0.116
H 5.347 0.951 -5.934 0.122
H 3.780 3.560 -6.272 0.070
H 3.725 2.151 -7.335 0.081
H 5.203 3.126 -7.209 0.085
H 6.956 2.711 -2.210 0.078
H 6.608 4.442 -1.943 0.077
H 7.586 3.944 -3.349 0.076
O 5.756 8.125 -8.156 -0.275
S 6.285 9.142 -7.300 0.563
O 7.582 8.998 -6.716 -0.276
O 5.225 9.457 -6.158 -0.266
C 4.728 8.348 -5.371 -0.240
C 5.724 7.870 -4.339 -0.080
C 6.196 10.703 -8.111 -0.126
H 4.422 7.537 -6.032 0.115
H 3.832 8.726 -4.882 0.122
H 6.594 7.414 -4.810 0.073
H 5.261 7.126 -3.696 0.059
H 6.079 8.702 -3.729 0.085
H 5.198 10.828 -8.522 0.073
H 6.937 10.694 -8.907 0.075
H 6.424 11.484 -7.392 0.073
O -8.156 -10.142 2.210 -0.276
S -8.933 -9.480 3.214 0.560
O -9.960 -8.556 2.843 -0.279
O -7.955 -8.796 4.258 -0.265
C -6.930 -7.902 3.756 -0.235
C -7.472 -6.546 3.361 -0.064
C -9.615 -10.675 4.314 -0.128
H -6.405 -8.380 2.927 0.118
H -6.221 -7.797 4.574 0.122
H -8.127 -6.617 2.492 0.077
H -6.645 -5.878 3.118 0.050
H -8.055 -6.113 4.175 0.091
H -8.828 -11.356 4.624 0.073
H -10.389 -11.210 3.768 0.073
H -10.045 -10.158 5.167 0.073

---

Record 6
9
Properties=species:S:1:pos:R:3:nbo_charge:R:1 method="wB97M-V/def2-TZVPD" e_tot_ha=-518.503977 e_above_lowest_kj_mol=272.8 orbital_gap_ev=7.316
C -0.497 0.624 -0.304 -0.090
C -0.233 -0.900 0.158 -0.036
O -1.876 0.933 0.109 -1.000
O -1.236 -1.647 -0.139 -0.838
Si -3.163 -0.003 -0.011 1.345
H -0.467 0.578 -1.333 0.172
H 0.143 1.511 0.104 0.191
H -0.069 -0.911 1.320 0.101
H 0.719 -1.320 -0.329 0.155

---

Record 7
11
Properties=species:S:1:pos:R:3:nbo_charge:R:1 method="wB97M-V/def2-TZVPD" e_tot_ha=-285.354075 smiles=N#CC[C@H]1CO1 e_above_lowest_kj_mol=158.9 orbital_gap_ev=11.669
N -1.895 1.153 -1.683 -0.321
C -1.237 1.041 -0.739 0.285
C -0.467 0.905 0.502 -0.545
C 0.320 -0.397 0.640 0.057
C 0.807 -1.162 -0.510 -0.104
O 1.673 -0.317 0.232 -0.481
H -1.182 1.021 1.323 0.258
H 0.249 1.731 0.575 0.271
H 0.168 -0.925 1.582 0.194
H 1.003 -2.229 -0.407 0.190
H 0.561 -0.822 -1.516 0.196

---

Record 8
7
Properties=species:S:1:pos:R:3:nbo_charge:R:1 method="wB97M-V/def2-TZVPD" e_tot_ha=-1411.971530 spin_multiplicity=3 total_charge=+1 e_above_lowest_kj_mol=0.0 s2=2.02 orbital_gap_ev="8.144 / 6.279"
C 0.522 -0.144 0.532 -0.120
H 0.637 0.756 1.163 0.212
F 0.601 -1.241 1.405 -0.285
O -0.609 1.013 -1.021 -0.869
C -0.805 -0.011 -0.237 0.641
O -1.765 -0.778 -0.154 -0.446
Tm 1.420 0.406 -1.687 1.867

---

Record 9
74
Properties=species:S:1:pos:R:3:lowdin_spin:R:1 method="wB97M-V/def2-TZVPD" e_tot_ha=-2792.950324 spin_multiplicity=3 total_charge=+3 e_above_lowest_kj_mol=425.6 s2=2.04 orbital_gap_ev="6.782 / 4.658"
Mo -0.137 -0.139 -0.180 0.716
C 1.672 -0.350 3.127 0.000
C 2.171 -1.498 2.244 0.000
C 2.910 -0.933 1.074 0.002
C 4.295 -1.085 1.020 0.010
C 5.033 -0.494 0.016 0.000
C 4.354 0.250 -0.941 0.009
C 2.986 0.341 -0.848 0.020
N 2.243 -0.220 0.138 0.011
N 0.311 0.088 2.770 0.001
C -0.701 -0.596 3.644 0.004
C -1.267 -1.818 3.019 0.043
C -0.821 -3.067 3.064 0.008
C -1.283 -4.142 2.196 0.095
C -1.479 -4.033 0.864 -0.006
C -1.227 -2.858 0.064 0.107
N -0.511 -1.841 0.401 -0.006
C 0.151 1.528 2.967 0.000
C -1.099 2.008 2.287 0.003
C -1.918 2.932 2.911 0.000
C -3.045 3.411 2.262 0.002
C -3.303 2.953 0.981 0.000
C -2.444 2.028 0.424 0.002
N -1.364 1.529 1.056 0.012
H 1.722 -0.628 4.183 0.000
H 2.347 0.499 3.005 0.000
H 2.849 -2.132 2.813 0.000
H 1.336 -2.112 1.919 0.000
H 4.784 -1.671 1.786 0.000
H 6.108 -0.611 -0.026 0.000
H 4.873 0.732 -1.757 0.000
H 2.436 0.855 -1.620 0.007
H -0.260 -0.818 4.619 0.000
H -1.534 0.089 3.808 0.000
H -0.070 -3.301 3.810 0.001
H -1.459 -5.108 2.657 0.004
H -1.899 -4.875 0.328 -0.001
H -1.736 -2.817 -0.908 0.005
H 0.110 1.799 4.028 0.000
H 1.022 2.043 2.553 0.000
H -1.674 3.262 3.912 0.000
H -3.707 4.115 2.747 0.000
H -4.174 3.272 0.427 0.000
H -2.639 1.651 -0.569 0.000
C -0.384 1.442 -4.635 0.002
C 0.195 0.935 -3.352 0.003
N 0.437 1.647 -2.313 0.050
N 0.160 2.999 -2.392 0.018
C 0.607 3.834 -1.464 0.079
N 0.283 5.111 -1.483 0.024
S 1.670 3.245 -0.232 0.786
C 0.592 -0.499 -3.257 0.003
C 0.897 -1.180 -4.421 -0.001
C 1.411 -2.471 -4.357 0.002
C 1.617 -3.035 -3.116 0.000
C 1.264 -2.307 -1.990 0.002
N 0.744 -1.079 -2.042 0.000
H -1.063 2.282 -4.492 0.000
H -0.970 0.661 -5.116 0.000
H 0.406 1.748 -5.326 0.000
H -0.303 3.369 -3.216 0.001
H -0.380 5.499 -2.142 0.002
H 0.719 5.759 -0.842 0.006
H 0.761 -0.708 -5.383 0.000
H 1.652 -3.009 -5.264 0.000
H 2.030 -4.028 -3.005 0.000
H 1.399 -2.730 -1.004 0.000
F -3.871 -2.092 -1.681 0.002
Te -4.328 -0.963 -0.188 0.001
F -5.929 -1.850 -0.142 0.000
F -2.320 -1.495 2.237 0.008
F -5.127 0.304 1.007 0.001
F -4.683 0.315 -1.478 0.000
O -1.450 0.060 -1.189 -0.040